Version 1
{
  "formula": "C4H12N3",
  "method": "ωB97M-V/def2-TZVPD",
  "homo_lumo_gap_ev": [9.2, 9.2],
  "homo_ev": [-13.53, -13.53],
  "charge": 1,
  "symbols": ["C", "C", "C", "C", "N", "N", "N", "H", "H", "H", "H", "H", "H", "H", "H", "H", "H", "H", "H"],
  "positions_angstrom": [[2.17946, 0.35907, -1.74257], [-0.01619, 0.96110, 0.93406], [-0.31718, -1.44522, 0.63173], [-2.02566, 0.10307, -0.07124], [0.85146, 0.27676, -2.12243], [-0.23671, 0.13349, -1.85639], [-0.59604, -0.10997, 0.15087], [2.81576, 0.00260, -2.55367], [2.37157, -0.20780, -0.82728], [2.41985, 1.41279, -1.56468], [-0.05592, 1.89469, 0.37437], [-0.58731, 1.10425, 1.85724], [1.01383, 0.73950, 1.20468], [-0.86682, -1.63320, 1.56058], [-0.64104, -2.17884, -0.10443], [0.74425, -1.57682, 0.83094], [-2.17523, 1.08137, -0.52063], [-2.40065, -0.65038, -0.75919], [-2.59458, 0.04959, 0.85867]],
  "nbo_charge": [-0.497, -0.433, -0.428, -0.428, 0.055, 0.278, -0.331, 0.280, 0.257, 0.286, 0.214, 0.223, 0.213, 0.217, 0.223, 0.211, 0.220, 0.225, 0.215]
}

Version 2
{
  "formula": "C4H12N3",
  "method": "ωB97M-V/def2-TZVPD",
  "homo_lumo_gap_ev": 9.2,
  "homo_ev": -13.42,
  "charge": 1,
  "smiles": "C[C@@H](CC=[NH2+])NN",
  "symbols": ["C", "C", "C", "C", "N", "N", "N", "H", "H", "H", "H", "H", "H", "H", "H", "H", "H", "H", "H"],
  "positions_angstrom": [[-1.53986, 1.54130, -0.90778], [-0.82433, 0.50099, -0.09076], [0.01717, -0.51832, -0.84076], [0.56153, -1.61527, 0.01157], [1.71327, -2.12837, -0.17592], [0.16494, 1.20190, 0.75133], [0.80331, 0.26627, 1.62690], [-2.61309, 1.24187, -1.17069], [-1.01885, 1.79563, -1.75181], [-1.66034, 2.49135, -0.31091], [-1.65791, 0.04242, 0.46026], [-0.59527, -0.81642, -1.69205], [0.90997, 0.00025, -1.28249], [-0.14952, -1.90932, 0.69145], [1.94231, -2.97909, 0.27356], [2.11943, -2.02654, -1.09163], [-0.29156, 1.96976, 1.22010], [0.38862, 0.33425, 2.49643], [1.73017, 0.60736, 1.78321]],
  "nbo_charge": [-0.611, -0.058, -0.524, 0.375, -0.637, -0.471, -0.645, 0.234, 0.219, 0.230, 0.184, 0.286, 0.245, 0.223, 0.427, 0.427, 0.365, 0.358, 0.373]
}

Version 3
{
  "formula": "C4H12N3",
  "method": "ωB97M-V/def2-TZVPD",
  "homo_lumo_gap_ev": 9.6,
  "homo_ev": -13.32,
  "charge": 1,
  "symbols": ["C", "C", "C", "C", "N", "N", "N", "H", "H", "H", "H", "H", "H", "H", "H", "H", "H", "H", "H"],
  "positions_angstrom": [[-0.09730, 1.20238, 0.77136], [-1.17750, 0.12951, 0.76215], [0.55335, 0.78379, -0.57466], [-1.30597, -0.71804, 1.95895], [0.31868, -0.66794, -0.37869], [1.87011, 1.08465, -1.02333], [0.39566, -1.36786, -1.67678], [-0.62161, 2.14212, 0.75826], [0.60770, 1.01702, 1.45861], [-1.82216, 0.27890, 0.02510], [-0.31550, 1.03547, -1.28648], [-2.41431, -0.64616, 2.39116], [-0.74906, -0.60499, 2.88439], [-1.30555, -1.87454, 1.66672], [2.04647, 1.80062, -1.70579], [2.58313, 0.97834, -0.36864], [0.71792, -2.26792, -1.33651], [1.21270, -0.98063, -2.24972], [-0.49676, -1.32471, -2.07611]],
  "nbo_charge": [-0.472, 0.209, 0.100, -0.720, -0.411, -0.867, -0.569, 0.250, 0.223, 0.185, 0.148, 0.272, 0.263, 0.275, 0.406, 0.392, 0.448, 0.448, 0.418]
}

Version 4
{
  "formula": "C4H12N3",
  "method": "ωB97M-V/def2-TZVPD",
  "homo_lumo_gap_ev": 9.2,
  "homo_ev": -12.50,
  "charge": 1,
  "smiles": "N/C=C(\\[NH3+])CCN",
  "symbols": ["N", "C", "C", "N", "C", "C", "N", "H", "H", "H", "H", "H", "H", "H", "H", "H", "H", "H", "H"],
  "positions_angstrom": [[-1.79790, -0.13241, 2.24200], [-1.03685, -0.58238, 1.20549], [-0.31267, -0.02084, 0.19353], [-0.06396, 1.41219, 0.28139], [-0.20553, -0.80859, -1.08157], [1.12256, -0.40749, -1.84382], [2.08187, 0.18125, -0.90935], [-1.87123, 0.84689, 2.43947], [-2.30933, -0.87532, 2.67654], [-1.21386, -1.64220, 1.00291], [-0.73503, 2.04033, -0.16098], [0.92236, 1.59437, -0.04638], [0.04602, 1.64380, 1.27486], [-0.31974, -1.87789, -1.02876], [-1.00391, -0.36549, -1.70139], [0.94379, 0.43877, -2.55803], [1.44170, -1.27646, -2.42143], [2.19562, -0.36033, -0.06138], [2.95182, 0.33853, -1.40078]],
  "nbo_charge": [-0.789, 0.072, -0.053, -0.710, -0.435, -0.221, -0.885, 0.397, 0.428, 0.216, 0.428, 0.482, 0.433, 0.254, 0.217, 0.189, 0.204, 0.377, 0.396]
}

Which structure above is the least stable one? version 3 is the least stable one.